(1)
Here is a molecular structure, C34H56BrHfNO6SSi in a non-equilibrium geometry from the OMol25 dataset. Energies are from the ωB97M-V functional and the def2-TZVPD basis.

## Properties
calculated total energy = -5145.467150 Ha
energy relative to the best compared isomer or geometry (same formula, charge and spin) = 13.0 kcal per mole
highest occupied orbital energy = -7.67 eV
F_max = 1.3 eV/A
Kohn-Sham gap = 7.80 eV

The geometry in XYZ format:
```
101
C34H56BrHfNO6SSi | the OMol25 dataset | the ωB97M-V functional and the def2-TZVPD basis
H -2.94144 -1.49365 -3.79868
H -5.08008 1.64955 -1.67822
H 3.06629 0.36684 -3.57709
Si 1.33155 1.71475 -1.31267
H 0.97314 4.67705 -1.87447
H 1.54997 -4.55077 2.71953
O -2.34537 -1.51040 1.69334
H 3.34396 -2.71687 -1.59702
H 3.68736 -1.29461 -3.51491
H -0.86713 0.71163 6.71036
H -4.16824 -1.99890 6.38635
C -1.54298 0.12175 6.10623
H -1.84703 -3.80758 -3.76374
O 1.62922 0.10293 -1.24226
C -0.40644 -2.69777 -0.10021
H -2.89741 -4.09150 -1.09647
H 4.18593 0.97630 -1.35414
H 1.59217 -2.43954 -1.54062
C 3.39664 3.95244 -2.94862
C 2.22033 3.09906 1.04068
Br -4.54322 -2.40408 3.57121
C -5.26906 1.11119 1.00507
H 2.54224 -1.22697 2.44435
H 3.70530 3.90950 2.38664
H 1.30156 4.78143 2.02625
C 2.00149 3.51387 -3.38084
H -0.52597 -4.02855 -2.61148
O -1.45609 0.45713 1.97318
H 3.63514 4.92662 -3.37815
H 0.35585 4.12410 0.67905
C -4.33038 2.16483 -1.07415
H -4.72020 3.14186 -0.78577
C 0.30049 -4.75434 0.98441
S -0.73569 1.91845 -0.94267
C 4.03952 -0.05964 -1.04377
C -2.29322 -0.61895 3.92904
H -0.49802 -2.66451 -3.72212
H 4.26453 2.52405 1.42778
C -2.52000 -0.66026 6.70399
H 1.94340 -0.99453 -3.63115
C -1.44248 0.14597 4.72769
H -3.86972 -3.33174 -2.35713
C -3.39167 -1.40506 5.92556
H -0.72071 -6.62316 1.27333
H -0.70009 0.75842 4.23349
C -1.14956 -3.28635 -3.10557
O 2.27388 2.53748 -0.26838
H 0.97259 -6.64340 1.77210
H 0.55050 -6.67813 0.05590
O 1.69973 2.23963 -2.80756
H 1.71968 2.46341 3.04247
H 4.91390 -0.64155 -1.33937
C 3.66152 3.43307 1.40598
H 4.09000 4.11314 0.66854
H 3.45584 4.01765 -1.86294
C 1.01468 -2.64159 1.90349
H -3.43394 2.31311 -1.67486
C 1.36474 4.36043 1.02135
H -3.28963 1.88510 0.77778
C 2.78093 -0.64535 -1.67463
H 2.65793 2.51876 -5.17789
H -3.64859 -2.52183 -0.80062
C -2.04936 -0.57622 2.46352
C -3.27812 -1.39115 4.54359
H -0.95064 -4.68833 -0.73071
H 2.20091 1.14690 1.95647
H 0.59498 1.89086 1.79935
H 2.23804 4.22713 -5.40593
N -1.05356 -1.89620 -1.03303
H 2.58082 -2.13723 -0.10561
C 0.33310 -2.00458 0.88486
C 1.77649 -1.83921 2.92464
H 0.43182 -0.91710 0.80455
H 2.26772 -2.49013 3.64649
C 0.27842 -6.25975 1.02586
C 1.00073 -4.03126 1.94315
H -2.61157 -0.68798 7.78186
H -3.09601 -0.56634 -2.31591
C -3.15552 -3.13792 -1.55461
C -0.40047 -4.09290 -0.01740
H -6.03370 0.62136 0.39958
H -0.04590 4.16792 -3.22515
C -4.02243 1.33891 0.16638
Hf -1.60819 -0.22901 -0.02257
C -1.92538 -2.40857 -2.11523
C 1.64505 2.08419 2.02133
H -5.65857 2.06051 1.37398
H 1.12213 5.48870 -3.44351
H 4.13861 3.22924 -3.29286
H -5.04698 0.46538 1.85676
C 2.55992 -2.07367 -1.19429
O -3.47100 0.07187 -0.21070
H 1.11029 -1.16675 3.46974
C -2.40833 -1.17403 -2.90257
H 0.95886 3.01260 -5.20426
H -1.55308 -0.56553 -3.20669
C 1.96083 3.30653 -4.88994
H 3.95627 -0.08293 0.04489
H 1.80033 5.11143 0.36010
C 2.87848 -0.63549 -3.19737
C 0.94735 4.52882 -2.95572
```

Mulliken atomic charge list, values in e, 8 entries: 0.560, 0.349, 0.226, -1.618, 0.117, 0.343, -0.386, 0.556


(2)
Here is 11 unconnected molecules or ions with the total composition C34H56Cl10O18 in a non-equilibrium geometry from the OMol25 dataset. Energies are from the ωB97M-V functional and the def2-TZVPD basis.

## Properties
calculated total energy = -7285.262373 Ha
SMILES = C[C@H]1COC(=O)O1.C[C@H]1COC(=O)O1.C[C@H]1COC(=O)O1.C[C@H]1COC(=O)O1.C[C@H]1COC(=O)O1.C[C@H]1COC(=O)O1.ClCCCl.ClCCCl.ClCCCl.ClCCCl.ClCCCl
energy relative to the best compared isomer or geometry (same formula, charge and spin) = 151.5 kcal per mole
highest occupied orbital energy = -10.27 eV
F_max = 6.2 eV/A
Kohn-Sham gap = 9.92 eV

The geometry in XYZ format:
```
118
C34H56Cl10O18 | the OMol25 dataset | the ωB97M-V functional and the def2-TZVPD basis
H 6.78535 2.48134 -5.22688
H 0.96657 -7.20558 0.80325
O 4.64205 5.13300 1.79477
O -3.91668 3.26478 4.84762
C -3.45018 4.72327 6.51231
H 2.22187 -5.94231 0.69729
C -3.50241 -5.73486 4.98839
H 1.63931 4.61866 2.65710
O -2.93523 3.42585 6.74612
C 6.72428 -2.83889 3.97260
O 1.17103 -1.40065 0.00037
H -6.96981 5.14225 1.24873
H -2.73926 6.47943 -3.26191
Cl -1.11373 -2.68656 -7.98910
C 3.49324 5.78977 2.02560
H 6.50940 2.44244 -2.77191
H -0.38722 -1.70541 -6.05907
C -2.45567 -1.78371 -5.69681
O -0.39435 -0.04244 -0.87349
H 6.42008 -4.57713 -5.32885
C -8.62725 4.11539 0.73579
O -9.32456 5.19352 0.07096
O 4.35292 -5.08523 -7.85644
H -3.35818 5.13188 4.41363
H -1.06178 6.24756 -3.12839
H 4.70180 2.58108 -2.94416
C 3.16297 6.95914 0.99252
H -4.33031 4.84704 7.14329
Cl 6.82360 -3.64037 2.44865
C -9.24638 4.06719 2.10886
O -2.77075 1.49366 5.81611
C 0.82807 -0.63793 -1.10099
Cl 5.60968 4.69962 -3.24321
H -3.94400 -6.43941 5.69317
H 2.72739 6.56444 0.07460
C -0.79743 -0.21109 0.45987
H -0.41261 0.74419 0.81687
H 5.21060 -1.35962 3.15934
C -3.93652 4.59539 5.16584
C -7.18482 4.30032 0.59069
H -9.46368 3.06888 2.48861
Cl -1.98415 5.01506 -1.39158
H 7.49745 -5.51353 -8.06096
H 6.79331 -3.50815 4.83017
C -2.30176 -0.36795 0.44962
C 5.67823 2.85776 -3.34180
Cl 0.80685 -5.99501 -1.09854
H -8.67890 4.45981 2.95262
C -2.00345 5.70487 -3.04568
H -2.66358 -1.32919 0.08465
Cl 3.98448 -8.37239 0.96340
C 0.20841 -1.27206 0.99551
O -4.06489 -5.51333 1.52184
H -1.12097 3.77013 -3.67749
C 5.59936 -4.91438 -7.28331
H 5.75830 1.26141 -4.83462
Cl 4.13205 -3.09975 4.39578
H 2.24887 -8.75613 -0.62521
O -2.40814 -6.10297 3.03727
O 5.51120 3.12753 1.78557
H -2.77096 -0.29746 1.43093
O -11.40817 6.09074 0.29933
Cl 4.51504 3.00961 -5.83096
C -10.47444 5.39829 0.68920
C 1.77005 -6.79554 0.19138
H -4.94474 4.99506 5.05699
C -0.94976 -5.99728 5.07278
H -2.38433 -7.50294 4.64085
H -6.55235 3.44919 0.84298
C 2.70709 -7.84222 -0.24720
H -1.63178 4.78914 -5.02468
C -2.24327 -6.44623 4.41376
C -1.87345 4.48722 -4.00560
C 5.80477 2.34849 -4.76982
C 6.51988 -5.94702 -7.84990
O -10.41962 4.84734 1.92575
H 5.22070 -5.90880 -5.44388
H 3.52150 6.12427 3.06262
H 2.27498 7.45531 1.38416
H -3.44493 -1.64164 -6.13187
H 5.37895 -1.23079 4.76880
H 0.60363 -0.80920 1.89977
H 5.99435 -3.92650 -7.52030
H -0.04519 -6.40116 4.61809
H -3.27439 -4.81461 5.52621
H -8.96315 3.13562 0.39615
H 6.56869 -6.81188 -7.18829
O 1.52512 -0.49655 -2.08903
C 5.45397 -2.00395 4.00414
Cl -3.52335 3.71680 -4.25634
H 1.86948 4.69510 0.93707
Cl -2.52246 -3.49564 -5.20011
H -2.82352 6.61639 6.75556
H -2.49693 -1.17946 -4.79056
H 3.15426 -7.33638 -1.10293
C -3.09174 2.65565 5.76826
H -0.25273 -2.19856 1.33763
H 7.57031 -2.17862 4.16335
C 4.57351 -5.92410 -8.94379
C -3.61764 -5.74651 2.69481
O 3.25151 3.51955 1.97708
C 5.45287 -4.88243 -5.72808
H 4.67082 -4.24912 -5.30926
H -7.05497 4.46734 -0.47859
O 5.84764 -6.33261 -8.94203
H -1.63612 5.82968 7.55179
H -2.86477 0.42671 -0.03990
H -0.97737 -4.90833 5.03343
H -0.84383 -6.39273 6.08298
C 2.40704 4.63868 1.88361
H -1.23120 -0.45450 -6.95206
C -1.28867 -1.49574 -6.63485
O 3.72966 -6.27509 -9.73838
O -4.38280 -5.57829 3.86039
C 4.55390 3.84284 1.92541
H 4.08760 7.51299 0.83000
H -1.47027 5.46932 5.89951
C -2.22851 5.70989 6.64469
```

Mulliken atomic charge list, values in e, 8 entries: 0.328, 0.242, -0.362, -0.289, 0.383, 0.308, -0.468, 0.228


F_max of number 2 (C34H56Cl10O18)?
6.2 eV/A


Among the records above, which one has the lowest highest occupied orbital energy?
C34H56Cl10O18


Which value of F_max does entry 1 give?
1.3 eV/A


Which of these has the highest calculated total energy?
C34H56BrHfNO6SSi